No. 1
This record from OMol25 describes a cluster of 11 separate species, C43H64N11O5 in total in a non-equilibrium geometry. The level of theory is ωB97M-V with the def2-TZVPD basis set.

ORCA input file:
```
! wB97M-V def2-TZVPD RIJCOSX def2/J DEFGRID3
* xyz 1 1
C 2.89 -1.07 0.60
C 1.55 -1.34 -0.40
C 0.42 -1.72 0.39
C -0.21 -0.74 1.37
C -0.51 0.45 0.53
C 0.61 0.98 -0.30
N 1.31 0.04 -0.98
O 2.08 0.31 -1.94
C 1.55 2.03 0.55
C 0.10 1.99 -1.31
C 1.79 -2.36 -1.57
H 3.70 -0.68 0.16
H 3.01 -1.92 1.19
H 2.82 -0.19 1.46
H 0.60 -2.70 0.87
H -0.26 -2.17 -0.23
H 0.70 -0.48 2.14
H -1.00 -1.10 2.04
H -1.08 1.13 1.05
H -1.14 -0.01 -0.25
H 2.51 2.17 0.28
H 1.73 1.53 1.58
H 1.04 2.89 1.01
H -0.31 2.81 -0.76
H -0.66 1.59 -1.83
H 0.80 2.38 -1.81
H 1.60 -3.31 -1.10
H 2.81 -2.27 -1.76
H 1.24 -2.17 -2.52
N 1.55 1.10 5.74
C 1.11 0.73 7.00
C -0.38 0.68 7.00
C -0.81 1.16 5.81
C 0.44 1.32 4.94
H 2.54 0.99 5.34
H 1.73 0.45 7.94
H -1.08 0.61 7.70
H -1.73 1.41 5.41
H 0.66 1.66 3.97
N -2.45 5.01 -5.29
C -1.91 3.77 -4.88
C -2.51 3.49 -3.42
C -3.50 4.59 -3.21
C -3.34 5.50 -4.41
H -2.18 5.34 -6.28
H -1.16 3.41 -5.55
H -2.26 2.57 -2.91
H -4.18 4.72 -2.40
H -3.97 6.48 -4.76
N 4.34 2.35 5.08
C 4.34 1.82 3.77
C 4.46 0.33 4.06
C 4.82 0.06 5.46
C 4.64 1.52 6.14
H 3.92 3.44 5.20
H 4.17 2.44 2.80
H 4.47 -0.33 3.25
H 5.09 -0.79 6.01
H 4.78 1.97 7.07
N 1.80 -7.28 -3.61
C 2.22 -6.19 -2.81
C 3.24 -6.67 -1.82
C 3.36 -8.11 -2.02
C 2.35 -8.44 -3.15
H 1.24 -7.10 -4.39
H 1.81 -5.12 -3.00
H 3.93 -5.98 -1.25
H 3.88 -8.85 -1.56
H 2.04 -9.45 -3.38
N -2.74 3.87 0.59
C -2.55 3.45 1.87
C -1.54 4.36 2.56
C -1.18 5.38 1.49
C -1.98 4.93 0.21
H -3.32 3.29 -0.13
H -3.12 2.50 2.28
H -1.35 4.42 3.57
H -0.47 6.11 1.54
H -2.13 5.28 -0.69
N 0.18 -6.07 -0.30
C -1.08 -6.22 -0.90
C -2.00 -5.42 0.07
C -1.18 -4.93 1.29
C 0.21 -5.39 0.94
H 0.96 -6.47 -0.68
H -1.30 -6.60 -1.89
H -3.06 -5.28 -0.17
H -1.53 -4.44 2.22
H 1.14 -5.07 1.48
N -2.94 -0.56 -2.59
C -3.12 -1.73 -1.81
C -1.95 -2.63 -2.26
C -1.24 -1.89 -3.47
C -1.94 -0.58 -3.45
H -3.57 0.23 -2.53
H -3.70 -1.86 -0.93
H -1.52 -3.56 -1.76
H -0.48 -2.19 -4.20
H -1.66 0.21 -4.15
N -5.51 1.49 3.61
C -4.61 0.52 4.01
C -4.02 -0.26 2.85
C -4.82 0.30 1.65
C -5.60 1.45 2.19
H -6.10 2.11 4.33
H -4.56 0.36 5.10
H -3.31 -1.06 2.77
H -4.64 0.02 0.60
H -6.28 2.26 1.70
C 3.31 -1.83 -5.73
N 2.86 -3.09 -5.11
O 3.45 -3.52 -4.18
O 1.91 -3.57 -5.57
H 2.58 -1.39 -6.38
H 4.26 -1.95 -6.32
H 3.69 -1.16 -4.90
C -0.42 6.91 -2.54
N 0.60 5.95 -2.39
O 0.42 4.99 -1.57
O 1.67 6.09 -2.98
H -1.28 6.26 -2.85
H -0.38 7.81 -3.15
H -0.30 7.46 -1.41
*
```

Its HOMO energy is -9.1 eV. As for the energy: -72222.5466 eV. The calculation puts the LUMO energy at -5.42 eV. The energy above the lowest of the compared OMol25 structures with the same formula, charge and spin comes out at 169.3 kJ/mol.

***

No. 2
This record from OMol25 describes the molecule C4H5ClO in a non-equilibrium geometry. The level of theory is ωB97M-V with the def2-TZVPD basis set.

ORCA input file:
```
! wB97M-V def2-TZVPD RIJCOSX def2/J DEFGRID3
* xyz 0 1
C -1.39 -0.53 0.44
C -0.28 -0.01 -0.54
C 1.23 0.15 -0.28
Cl 2.23 -1.21 -0.68
C 1.72 1.20 0.41
O 2.14 2.16 0.95
H -1.29 -1.55 0.73
H -1.40 0.15 1.38
H -2.23 -0.54 -0.18
H -0.18 -0.81 -1.33
H -0.54 0.99 -0.89
*
```

Its HOMO energy is -8.7 eV. The SMILES is CCC(Cl)=C=O. As for the energy: -18797.0921 eV. The calculation puts the LUMO energy at 0.24 eV. The energy above the lowest of the compared OMol25 structures with the same formula, charge and spin comes out at 106.8 kJ/mol.

***

Number 1: HOMO-LUMO gap 3.7 eV. Number 2: HOMO-LUMO gap 8.9 eV.